# 1
Below is C44H62N2O4P2PtSi as an isolated structure, with properties calculated with the ωB97M-V functional and the def2-TZVPD basis.

The geometry in XYZ format:
```
116
Properties=species:S:1:pos:R:3:forces:R:3
Pt 0.57792 0.16972 -0.60569 1.095 0.872 -1.396
P -0.53895 -1.72819 0.11860 -0.347 0.400 1.100
P 0.27550 2.06823 0.82861 0.150 -0.534 0.897
Si 2.19189 -0.39817 1.04288 -0.614 -0.281 0.356
O 0.95043 -0.87507 -2.31974 -0.203 -0.894 -0.062
O 2.39499 1.27397 -1.21949 -0.109 0.393 0.350
O 4.80377 1.03750 -6.85204 -0.067 -0.058 0.025
O 3.43238 -0.21017 -7.96070 0.014 0.036 0.083
N -1.04058 1.00680 -2.08283 0.185 0.166 0.007
N 3.83834 0.30985 -6.94506 0.026 -0.013 -0.060
C -0.58197 -2.50085 4.16088 0.030 0.000 -0.002
C 3.08430 0.03462 -5.70660 -0.077 -0.064 -0.150
C -0.06651 3.69160 0.02161 -0.125 -0.200 -0.627
C 2.76364 0.34163 -3.36428 0.093 0.006 0.111
C 1.05037 -1.21078 2.28874 0.142 -0.342 0.209
C -0.40462 1.65767 3.58694 -0.070 0.085 0.051
C 4.35862 2.61445 2.86727 -0.007 -0.039 -0.015
C -0.96568 -2.44784 2.82936 0.005 0.032 -0.004
C 1.90095 2.32663 1.59733 -0.125 0.282 0.078
C 2.28809 3.56885 2.09861 0.027 -0.021 0.063
C 2.73717 1.22440 1.73342 0.300 0.121 -0.116
C -0.78934 -4.54237 0.04087 -0.029 0.095 -0.031
C 0.00704 -5.23068 1.14955 0.045 -0.025 -0.139
C -0.94630 2.06090 2.21218 -0.250 -0.074 -0.144
C 3.51413 3.70735 2.73487 -0.041 0.005 -0.014
C -0.16306 -1.78737 1.89765 -0.074 -0.113 -0.040
C -5.00422 -1.71035 -1.46689 0.008 0.079 0.026
C 0.61534 -1.92268 4.56582 -0.028 -0.002 -0.022
C -2.31501 -1.41787 -0.27398 -0.107 -0.416 -0.290
C -3.86599 -1.03752 -2.22886 0.012 -0.081 0.075
C 0.63804 3.84653 -2.46960 -0.100 0.094 0.105
C -3.44599 -2.13651 0.48574 -0.010 0.241 0.048
C -3.26902 1.40120 2.93384 0.057 -0.052 0.039
C -0.76478 4.38126 -2.85389 0.058 0.014 0.086
C 3.51900 0.56548 -4.53181 0.000 0.028 0.155
C 1.93071 -0.75533 -5.76686 0.009 0.038 -0.049
C 1.42153 -5.54548 0.68460 -0.017 0.029 0.012
C -4.79779 -1.56634 0.03628 0.044 -0.083 0.012
C 1.62783 -0.50089 -3.38184 -0.267 0.114 0.043
C -2.52965 -1.64304 -1.79298 -0.100 -0.031 0.174
C 0.99486 4.13946 -1.01230 0.007 -0.101 0.076
C 1.39423 -3.61057 -0.91941 -0.030 -0.027 0.313
C -0.09843 -3.33732 -0.65317 0.205 0.188 -0.390
C 3.66587 -1.42520 0.62813 0.257 0.110 -0.353
C 3.14474 1.02010 -2.17412 0.048 -0.107 -0.083
C -1.52538 3.88990 -0.47649 0.171 0.136 0.081
C 3.97648 1.38172 2.35472 -0.055 0.027 0.133
C 2.11086 -4.25256 0.27198 -0.084 -0.076 -0.119
C 1.21367 -1.01617 -4.62537 0.126 -0.243 -0.011
C -1.49214 1.85336 4.64637 0.000 -0.078 -0.051
C -2.18325 1.21717 1.87448 -0.046 0.250 0.053
C -1.55432 4.88102 -1.64137 0.013 -0.058 0.028
C 1.42619 -1.29387 3.63279 0.088 -0.144 -0.074
C -2.73703 1.03345 4.31653 -0.003 0.085 -0.013
H 0.48066 2.23843 3.84768 0.025 -0.015 -0.024
H -1.98318 0.66331 -1.93531 0.024 0.027 -0.028
H 0.05831 -4.61091 2.04509 0.001 0.011 0.030
H -5.59410 -2.07812 0.57829 0.001 0.034 0.011
H -1.25404 3.11377 2.27021 -0.003 -0.010 -0.004
H -2.41468 -0.35795 -0.03810 -0.024 0.015 -0.184
H -1.75875 2.91405 4.70539 0.016 -0.009 0.023
H -3.88835 0.03895 -2.00626 -0.022 0.003 -0.066
H -1.34433 3.61526 -3.37882 -0.007 -0.005 -0.014
H -0.12035 0.60642 3.56415 0.026 0.030 0.006
H -2.57660 -2.71956 -1.97904 0.014 0.002 -0.006
H 4.46539 -0.79700 0.22676 0.001 -0.010 0.075
H 1.98072 -6.03879 1.47957 -0.001 -0.014 -0.005
H 0.73291 2.77387 -2.65452 -0.037 -0.039 -0.047
H -4.85042 -0.50721 0.31576 -0.012 -0.015 0.007
H 1.44164 -4.31378 -1.75567 -0.023 0.026 -0.034
H 1.62264 -1.15558 -6.72333 0.017 -0.003 0.001
H -1.21135 -3.00988 4.87958 0.007 0.019 -0.007
H 1.65271 4.44047 2.01238 0.027 -0.007 0.006
H -4.14210 0.79538 2.68096 0.005 0.010 -0.009
H 1.39121 -6.23389 -0.16649 0.020 -0.021 0.034
H -2.48197 -0.03291 4.33641 -0.021 0.017 0.010
H -3.35058 -1.99127 1.56077 0.023 -0.009 0.025
H 1.39183 4.31430 -3.10249 0.034 -0.041 -0.010
H -5.96384 -1.28581 -1.76193 -0.002 -0.013 0.004
H 1.88254 -2.69602 -1.25571 -0.020 -0.090 -0.028
H -0.72122 0.66621 -2.98577 -0.106 -0.036 -0.034
H 2.10764 -3.57662 1.13259 0.065 0.014 0.009
H 1.95597 3.68702 -0.76984 0.053 0.070 0.000
H -3.42648 -3.20689 0.27807 -0.007 -0.014 0.037
H -0.51954 -6.14584 1.42439 -0.025 0.019 0.022
H -0.57580 -3.20436 -1.62721 0.081 -0.079 -0.045
H -1.87554 -2.94588 2.52767 -0.015 0.016 0.001
H -0.94179 -5.27557 -0.75695 -0.058 0.019 -0.009
H 4.18674 1.35098 -2.08008 -0.078 0.236 -0.114
H -2.58732 5.08267 -1.92400 0.002 0.023 -0.005
H -1.78184 -4.27064 0.39666 -0.034 -0.038 0.010
H -1.09544 1.57049 5.62254 -0.007 0.019 0.004
H 3.80878 4.67371 3.12276 0.000 -0.019 -0.002
H -1.69177 -1.26856 -2.38298 0.002 -0.100 -0.033
H -3.50883 1.19456 5.06983 0.011 -0.022 0.005
H -2.58009 1.48035 0.88767 0.024 -0.008 0.009
H -3.59395 2.44695 2.93456 -0.036 -0.021 -0.013
H -4.00062 -1.14926 -3.30517 0.029 0.010 -0.008
H -1.87554 0.16880 1.85220 -0.021 0.022 0.028
H 4.41088 1.17999 -4.51691 -0.021 -0.003 0.021
H 0.05029 4.33026 0.89952 0.011 0.007 0.036
H 4.02203 -1.89020 1.55209 0.031 0.002 -0.033
H -5.02819 -2.77283 -1.72854 -0.036 0.016 -0.028
H 1.13089 5.21618 -0.89810 -0.028 0.011 0.039
H -1.99394 2.94927 -0.76772 -0.040 -0.044 -0.046
H 0.91521 -1.96721 5.60521 -0.006 -0.002 -0.024
H -1.09551 2.01300 -2.14608 0.006 0.146 -0.103
H 0.35657 -1.67730 -4.64717 -0.018 0.064 -0.021
H -2.13800 4.27234 0.34080 -0.010 -0.040 0.023
H 5.31371 2.72325 3.36480 -0.009 0.006 -0.032
H 3.15165 -4.44545 0.00506 0.009 0.041 0.018
H 3.47131 -2.21444 -0.09002 0.047 -0.006 0.049
H -1.13377 5.82974 -1.30048 -0.055 0.025 0.005
H 2.36140 -0.85004 3.96137 -0.033 -0.003 -0.014
H 4.65133 0.53841 2.45386 -0.014 0.019 -0.024
H -0.66399 5.19973 -3.56530 -0.012 -0.015 -0.026
```
Forces are in eV/Å.

**LUMO energy**: -6.5 eV
**Relative energy (zero: lowest compared OMol25 entry of this formula, charge and spin)**: 0.00 kcal/mol
**Total charge**: +2
**Orbital gap**: 0.273 hartree

---

# 2
Below is C5H4HgO2 as an isolated structure, with properties calculated with the ωB97M-V functional and the def2-TZVPD basis.

The geometry in XYZ format:
```
12
Properties=species:S:1:pos:R:3:forces:R:3
Hg -0.53360 -2.01538 -0.44710 -0.573 -1.741 -0.574
O -1.00733 0.60720 -1.36186 -0.241 -1.040 0.872
O 2.57278 0.43108 -0.67804 0.051 -0.056 -0.235
C 0.89665 -0.28837 0.82320 -2.921 1.944 1.691
C 1.17222 0.27190 -0.47102 1.032 -0.389 -0.288
C 0.34598 0.64538 -1.50961 0.074 0.372 0.590
C -1.65636 0.22363 -0.10741 -1.019 3.412 -1.381
C -0.02620 -0.31542 1.68714 3.223 -0.843 -0.074
H -2.73830 0.34637 -0.29470 0.105 -1.015 -0.349
H -0.46144 -0.57230 2.64268 -0.183 0.152 -0.644
H 2.94461 -0.44402 -0.82593 -0.006 0.018 -0.072
H -1.50901 1.10995 0.54265 0.459 -0.813 0.465
```
Forces are in eV/Å.

**LUMO energy (spin up / spin down)**: 3.9 / 3.0 eV
**Spin multiplicity**: 2
**Total charge**: -1
**Orbital gap (spin up / spin down)**: 0.258 / 0.226 hartree

---

# 3
Below is C27H24F6N4O4SV as an isolated structure, with properties calculated with the ωB97M-V functional and the def2-TZVPD basis.

The geometry in XYZ format:
```
67
Properties=species:S:1:pos:R:3:forces:R:3
V -0.23383 0.21460 -0.18336 0.070 -0.037 -0.060
S 0.37275 0.32286 -3.27263 -0.002 -0.116 -0.161
F -1.55507 2.07433 2.75734 -0.012 -0.010 -0.018
F -3.08122 1.45317 1.36182 0.013 -0.012 -0.010
F 0.24754 4.52925 0.01294 -0.001 -0.007 -0.013
F 0.63657 3.20144 1.67178 -0.001 0.005 0.001
F -3.11085 3.45562 2.16172 0.032 -0.014 -0.015
F -0.80564 4.80375 1.87700 0.009 -0.004 -0.012
O 0.05019 1.73507 -3.41643 -0.035 0.047 0.084
O -0.83801 1.83858 -0.05069 -0.114 0.056 0.127
O -3.22726 -2.00055 1.42160 -0.007 0.003 -0.005
O 3.16140 0.51897 1.99862 -0.009 -0.007 0.003
N 0.18016 -0.33887 -1.95425 -0.012 0.091 0.050
N -1.70986 -1.05873 -0.06715 -0.174 -0.134 -0.114
N 1.67181 0.25508 0.23436 0.350 -0.013 0.099
N -0.15652 -0.42804 1.73272 -0.131 -0.034 0.088
C -1.18298 -3.83656 -0.42319 0.016 -0.009 0.000
C -3.59200 -1.64985 -3.21519 0.004 0.020 0.026
C 3.31119 -1.01061 -1.02594 0.030 0.005 -0.011
C -1.44631 2.94986 0.52734 0.082 -0.030 -0.200
C -1.34191 -1.16849 3.61360 0.031 0.005 -0.002
C 2.05976 0.29133 1.55235 -0.085 0.010 0.045
C 3.17758 1.40061 -1.33350 0.069 0.018 -0.043
C 0.89446 -0.25452 3.81872 -0.025 -0.032 -0.015
C 4.77083 0.09400 -2.59536 0.005 -0.040 -0.007
C 4.32799 -1.06160 -1.96971 0.000 0.018 0.005
C -0.31972 3.88221 1.03285 -0.007 0.067 0.066
C -2.30646 -1.71154 -1.19700 0.011 -0.011 -0.021
C 2.74768 0.22972 -0.71766 -0.070 -0.042 -0.027
C -2.31095 3.66828 -0.49695 -0.020 0.068 0.023
C -3.36965 0.46963 -1.89386 0.022 0.029 0.002
C -0.25805 -0.77980 4.39887 -0.003 0.008 -0.037
C 2.56281 2.72426 -0.99223 -0.036 0.028 -0.011
C 0.90548 -0.10220 2.44674 0.152 0.085 0.026
C -2.30731 2.48409 1.72314 -0.060 0.030 0.083
C -1.24542 -0.97199 2.25182 -0.082 -0.008 -0.045
C 2.80487 -2.26439 -0.37323 -0.024 0.000 0.019
C -3.32924 -2.99164 -3.42846 0.005 -0.010 -0.003
C -2.03156 -3.06860 -1.39543 -0.029 0.047 -0.018
C -2.55427 -3.69380 -2.51968 0.005 0.000 0.003
C 4.19798 1.31225 -2.27690 -0.053 0.036 -0.001
C -2.21005 -1.39714 1.16773 0.083 0.039 0.080
C -3.08729 -0.99028 -2.09916 0.002 -0.054 -0.019
H -3.18816 3.06643 -0.72379 0.004 -0.012 0.005
H 4.53880 2.21713 -2.76524 0.005 0.001 0.000
H 1.76947 0.01251 4.39358 0.000 -0.002 0.006
H -3.66964 0.67094 -0.86641 -0.019 -0.002 0.013
H 1.75716 -2.43097 -0.63541 0.007 -0.005 0.010
H -2.34239 -4.74350 -2.68354 -0.004 -0.001 -0.004
H -0.30217 -0.91284 5.47176 0.002 -0.003 0.003
H 2.87451 -2.21135 0.71582 0.001 0.012 -0.006
H 2.77474 3.00076 0.04239 -0.015 -0.012 -0.003
H 4.77117 -2.01854 -2.21732 0.003 0.000 -0.004
H -4.16626 0.80027 -2.55956 -0.001 0.001 0.000
H -2.23214 -1.61938 4.02792 0.001 -0.004 0.006
H -4.20167 -1.09741 -3.92000 -0.001 0.000 -0.004
H -2.62945 4.63758 -0.11680 -0.008 -0.007 -0.003
H -1.72894 3.80577 -1.40546 0.009 -0.018 0.004
H -3.72801 -3.49050 -4.30219 -0.001 -0.003 -0.001
H 5.56206 0.04288 -3.33222 -0.001 -0.001 0.000
H -1.70611 -3.98618 0.52350 -0.008 0.001 0.003
H -0.25178 -3.30793 -0.20852 -0.005 -0.009 0.003
H 1.48017 2.70191 -1.11740 0.010 -0.026 -0.011
H -2.48688 1.07937 -2.10900 -0.012 -0.001 -0.001
H 2.94881 3.50492 -1.64647 0.028 0.009 0.029
H -0.93229 -4.81624 -0.82708 0.007 0.000 0.005
H 3.37917 -3.12881 -0.70268 -0.001 -0.004 -0.011
```
Forces are in eV/Å.

**LUMO energy (spin up / spin down)**: -1.6 / -1.3 eV
**Spin multiplicity**: 2
**Total charge**: 0
**Orbital gap (spin up / spin down)**: 0.268 / 0.277 hartree

---

| no. | E_tot (Ha) | strongest force on any atom (eV Å⁻¹) |
| --- | --- | --- |
| 1 | -3215.3761 | 2.0 |
| 2 | -496.5649 | 3.9 |
| 3 | -3504.8305 | 0.4 |